(1)
Density functional theory data (ωB97M-V/def2-TZVPD) for C20H50ClN3O as an isolated structure in a non-equilibrium geometry.

## Properties
**Lowest unoccupied orbital energy**: -0.10 eV
**Molecular weight**: 384.09 g/mol
**HOMO**: -6.999 eV
**Calculated total energy**: -1490.9265 Eh

Structure (XYZ):
```
75
Properties=species:S:1:pos:R:3:forces:R:3:mulliken_charge:R:1
C -93.900292 -75.932852 104.574726 2.6124 2.4681 2.1198 -1.668
C -93.324108 -74.880660 103.641089 2.6964 -2.9630 1.8433 -0.266
N -93.501388 -75.127396 102.191209 0.0821 -1.5558 -1.7398 1.141
C -92.618134 -76.278311 101.702426 -6.2731 -2.7279 0.1170 -2.383
C -94.939139 -75.485578 101.793141 -1.8105 -1.6870 2.0681 -0.570
C -96.043047 -74.435524 102.189775 2.5008 -2.3569 0.6882 -1.303
C -93.169150 -73.874933 101.480122 8.7642 -9.2818 -6.3367 -2.273
C -91.644313 -73.550850 101.366946 -4.3305 4.8244 3.0426 -1.278
O -91.510331 -72.295596 100.742898 0.2944 -1.7087 -1.5500 -0.473
C -91.563714 -72.456405 99.297024 -2.0257 -1.9863 0.1436 -0.546
H -93.454326 -75.877415 105.623235 -0.1039 0.6534 -1.2979 0.367
H -93.607707 -76.869336 104.349032 0.8035 -3.2690 -1.4231 0.462
H -94.870925 -75.914633 104.805934 -4.1091 0.1883 0.1509 0.461
H -92.209692 -75.039182 103.981532 -1.6847 1.0850 -1.6418 0.289
H -93.624584 -73.907342 103.827476 -0.6199 1.7839 0.5587 0.395
H -93.035394 -77.363531 101.937435 -0.2301 2.2369 0.6558 0.425
H -91.731058 -76.437240 102.072760 5.1084 0.7209 2.0818 0.883
H -92.696312 -76.518922 100.693280 0.0229 1.6195 -2.0915 1.029
H -95.115273 -76.511714 102.212692 0.0739 1.0645 0.4522 0.483
H -95.123713 -75.755034 100.777916 1.2769 0.6454 -1.3644 0.514
H -95.632046 -73.560565 101.778424 -0.3282 1.8080 0.1793 0.326
H -96.307944 -74.526623 103.233593 0.5001 0.8359 0.4759 0.275
H -96.932908 -74.693302 101.718974 -1.4031 -0.4306 -1.3830 0.492
H -93.671037 -73.213333 101.760729 -7.0694 10.3491 5.5160 1.548
H -93.484508 -73.910947 100.445374 -0.1650 -1.1216 -0.5554 0.688
H -91.072911 -74.295512 101.113460 2.9218 -4.1216 -2.8241 0.916
H -91.280066 -73.337886 102.328069 0.3612 0.2759 1.9171 0.376
H -92.637302 -72.590309 98.952321 0.9627 1.5811 0.1071 0.255
H -91.288858 -73.434418 98.847656 0.8556 0.0419 1.0942 0.150
H -90.893710 -71.730695 98.949043 0.0982 1.3632 -1.1139 0.372
Cl -93.260941 -75.612874 97.955776 -0.8216 1.7700 0.1883 -0.673
C -87.492872 -78.798265 99.478371 0.0165 2.4167 -0.2292 -1.264
C -88.988662 -78.538452 99.791924 -0.1699 -2.4266 -5.5531 -0.458
N -89.772640 -78.688641 98.441403 1.7633 0.7709 2.1861 0.282
C -91.144957 -79.237302 98.533778 0.9389 5.8486 -5.0595 -1.115
C -92.134977 -78.041532 98.842200 1.7467 -2.3025 -2.2171 -0.782
C -89.491214 -77.601074 97.480564 0.3944 -2.2045 2.6040 -0.900
C -89.261021 -78.238890 96.181900 4.1515 -0.4576 0.4571 -1.825
H -87.094815 -79.586020 98.817125 -1.1402 0.2594 -0.0072 0.268
H -87.106166 -79.009661 100.445087 1.0663 0.1063 0.9500 0.482
H -87.111829 -77.779182 99.114571 0.0687 -1.5832 0.5031 0.251
H -89.082556 -77.612573 100.283772 -0.4765 1.0901 0.9057 0.202
H -89.378096 -79.413937 100.207815 -0.5509 -0.8851 1.9615 0.531
H -91.130915 -79.986169 99.137787 0.0077 -4.4475 4.4867 0.858
H -91.235009 -79.817308 97.511973 -0.8058 1.5965 1.5279 0.269
H -93.079270 -78.381301 99.038299 -3.0999 -1.3852 -0.6714 0.849
H -92.179278 -77.293214 98.036712 0.1267 -0.9278 0.8195 -0.194
H -92.116818 -77.513551 99.741556 2.1271 0.5467 1.2963 -0.404
H -88.710101 -76.956006 97.807764 1.0111 0.1554 0.4644 0.417
H -90.326105 -76.979893 97.322279 -0.5785 1.5243 1.6901 0.819
H -90.112566 -78.786856 95.803166 4.8078 -1.8490 2.4421 -0.072
H -88.622217 -78.968815 96.179543 5.3579 -3.6997 0.8671 0.863
H -88.967713 -77.465257 95.491012 0.2184 -0.9093 -0.1826 -0.017
C -91.099489 -77.647242 95.584424 -18.0332 0.4707 -6.5329 0.180
C -91.631000 -76.717160 94.615284 3.2552 -1.7639 -3.7397 -1.294
N -90.733525 -76.628963 93.383144 1.2765 1.1101 -1.2316 0.133
C -91.380354 -75.981253 92.153308 -2.1879 -0.4587 2.4967 -0.495
C -91.862025 -74.514115 92.321966 5.1634 -2.0846 9.1304 -1.328
C -89.370070 -76.036903 93.631285 -1.0917 1.5068 1.2577 0.190
C -88.371391 -76.313823 92.568601 -0.4391 -5.5139 0.5058 -1.635
H -90.897426 -78.586982 95.284400 -3.5705 -1.5350 -3.9364 0.238
H -91.975556 -77.806982 96.406144 0.9255 0.1746 -2.1818 0.288
H -90.505514 -77.497883 96.215179 4.9981 4.8446 5.2451 -0.822
H -91.647083 -75.823068 95.001226 -0.5464 5.1777 2.4059 0.827
H -92.554268 -76.932674 94.231194 -2.4946 -0.8737 -0.7180 0.671
H -92.393286 -76.541626 92.048587 1.8654 0.4585 -0.3424 0.323
H -90.802251 -75.986901 91.230058 0.2912 -0.7848 0.2849 0.380
H -91.013531 -73.801008 92.543140 -0.7387 -0.7350 -0.3104 0.236
H -92.551519 -74.435287 93.179539 0.0586 0.0446 -0.5505 0.251
H -92.232798 -74.311699 91.508699 -4.3284 2.6883 -8.3573 0.689
H -88.920902 -76.466252 94.566125 -0.9018 0.9173 -1.2699 0.412
H -89.292517 -74.841375 93.803834 -0.7535 -2.1773 -0.2105 0.168
H -87.444890 -76.064869 93.014110 1.3410 0.1308 -0.0948 0.471
H -88.518644 -75.856236 91.656806 -0.3007 1.1068 -1.9185 0.458
H -88.400625 -77.626395 92.320582 0.2699 3.9537 0.7484 0.183
```
Forces are in eV/Å.

***

(2)
Density functional theory data (ωB97M-V/def2-TZVPD) for a single C6H6O molecule in a non-equilibrium geometry.

## Properties
**Lowest unoccupied orbital energy**: 0.88 eV
**Molecular weight**: 94.11 g/mol
**HOMO**: -9.081 eV
**Structure (SMILES)**: C#C[C@H]1C/C1=C\O
**Calculated total energy**: -307.2828 Eh

Structure (XYZ):
```
13
Properties=species:S:1:pos:R:3:forces:R:3:mulliken_charge:R:1
C 1.178526 -2.049901 1.818996 -0.5122 0.4466 -0.2370 0.431
C 0.408587 -1.254120 1.352799 0.4308 -1.0989 1.0129 -0.874
C -0.487952 -0.268738 0.846613 -0.5890 -0.6619 0.3939 -0.090
C 0.093654 1.064413 0.542332 -0.1376 -0.0447 -0.4973 -0.720
C -0.375599 -0.000341 -0.555947 1.2647 2.5273 0.2884 0.105
C -0.186292 0.247349 -1.825621 -0.1169 -0.0972 0.6256 -0.313
O 0.345210 1.500798 -2.014819 0.0849 0.3632 -1.2247 -0.438
H 1.821763 -2.757732 2.264153 0.2569 -0.2078 0.0526 0.422
H -1.505271 -0.248157 1.177461 -0.4204 -0.3652 0.7059 0.328
H 1.157818 1.256576 0.770884 -0.6231 -0.5694 -0.5322 0.247
H -0.510385 1.961103 0.735320 -0.0388 -0.6178 -0.3425 0.222
H -0.360907 -0.326524 -2.736922 -0.1391 -0.1284 0.4507 0.368
H 1.046584 1.363976 -2.642547 0.5399 0.4541 -0.6964 0.312
```
Forces are in eV/Å.

***

(3)
Density functional theory data (ωB97M-V/def2-TZVPD) for a 3-piece molecular cluster, C4H13NO2 overall in a non-equilibrium geometry.

## Properties
**Lowest unoccupied orbital energy (alpha / beta)**: -4.20 / -7.47 eV
**Molecular weight**: 107.15 g/mol
**HOMO (alpha / beta)**: -13.990 / -13.991 eV
**Total charge**: +1
**Spin multiplicity**: 2
**Calculated total energy**: -365.1144 Eh

Structure (XYZ):
```
20
Properties=species:S:1:pos:R:3:forces:R:3:mulliken_charge:R:1
C 0.970088 2.038856 1.160211 -0.1886 -0.6787 -0.0262 -1.414
C 0.242195 1.281911 0.035058 0.7209 0.3739 0.1941 -0.231
C 0.176513 -0.189120 0.148468 0.0374 0.6349 0.1452 -0.275
C 0.354100 -0.861758 1.357767 0.2415 0.0033 -0.3773 -0.031
N 0.089852 -2.165173 1.486904 -0.7316 1.5379 1.4364 -0.243
H 1.989455 1.665790 1.258074 0.0474 0.0121 0.0681 0.384
H 1.034343 3.080018 0.884986 -0.0706 0.3004 0.0728 0.370
H 0.466038 1.942615 2.123883 0.0009 0.1740 -0.0598 0.383
H 0.778365 1.486450 -0.888749 -0.0109 0.0374 -0.3719 0.329
H -0.741788 1.739101 -0.131618 -0.1971 -0.3450 0.0055 0.325
H 0.110518 -0.749162 -0.776535 -0.4447 -0.2404 0.0988 0.413
H 0.756346 -0.300239 2.200524 0.1013 -0.3421 -0.0603 0.362
H 0.152941 -2.476981 2.458122 0.0403 -0.4476 -0.4515 0.304
H -0.772978 -2.417964 1.022190 0.3518 -0.9743 -0.5475 0.307
H 2.337058 -2.830000 -0.156127 0.0611 -0.5215 -0.1285 0.322
H 1.568667 -2.655207 -1.428687 0.0919 -0.5269 -0.1608 0.313
O 1.796138 -3.340269 -0.780564 -0.0587 1.0200 0.1806 -0.620
H -4.123258 2.595934 -2.786848 0.1258 -0.0301 -0.0773 0.329
H -2.577241 2.591392 -2.858087 -0.1574 -0.0855 -0.1712 0.303
O -3.340110 3.143320 -2.667796 0.0393 0.0984 0.2307 -0.630
```
Forces are in eV/Å.

***

(4)
Density functional theory data (ωB97M-V/def2-TZVPD) for a single H10N7P molecule in a non-equilibrium geometry.

## Properties
**Lowest unoccupied orbital energy**: 0.93 eV
**Molecular weight**: 139.10 g/mol
**HOMO**: -8.599 eV
**Structure (SMILES)**: N=P(NN)(NN)NN
**Calculated total energy**: -730.5432 Eh

Structure (XYZ):
```
18
Properties=species:S:1:pos:R:3:forces:R:3:mulliken_charge:R:1
N 0.107027 1.645671 0.260771 0.0898 -1.4255 -0.3592 -0.722
P -0.053983 0.118755 0.034284 0.2186 -0.6549 -1.0705 0.617
N 1.524000 -0.542831 0.094960 -1.0456 0.3792 1.3493 -0.344
N 2.408896 0.066096 1.062216 1.3024 -1.4540 -1.9515 -0.515
N -0.552266 -0.465156 -1.525802 0.8007 1.1405 1.6155 -0.008
N -0.108394 0.197369 -2.713960 0.7245 -1.4023 -0.3740 -0.764
N -0.958223 -0.845506 1.108035 -0.2233 1.9826 -1.7961 -0.112
N -2.186795 -0.210468 1.475200 -0.6280 -1.9266 0.8357 -0.580
H -0.534837 2.284308 0.664911 -0.5494 0.3389 0.0265 0.203
H 1.329772 -1.541966 0.294928 1.0562 0.5751 -0.1646 0.267
H 2.990710 0.739427 0.573348 -0.4701 -0.1479 0.3492 0.237
H 2.094849 0.374899 1.948559 -1.0764 0.3693 0.4063 0.239
H -1.377157 -0.981830 -1.729560 -0.6384 -0.0692 0.4718 0.268
H 0.381344 1.037981 -2.499433 -0.2489 1.2402 0.7359 0.299
H 0.691773 -0.376701 -2.973819 -0.0882 -0.0949 -0.5969 0.242
H -0.659558 -1.749335 1.430874 -0.5197 0.1410 0.5175 0.189
H -2.027100 0.771738 1.478006 -0.2380 0.5634 0.0428 0.263
H -3.070057 -0.522450 1.016481 1.5338 0.4452 -0.0375 0.221
```
Forces are in eV/Å.

***

(5)
Density functional theory data (ωB97M-V/def2-TZVPD) for C2H6Br2O as an isolated structure in a non-equilibrium geometry.

## Properties
**Lowest unoccupied orbital energy**: 0.30 eV
**Molecular weight**: 205.88 g/mol
**HOMO**: -10.535 eV
**Calculated total energy**: -5303.0604 Eh

Structure (XYZ):
```
11
Properties=species:S:1:pos:R:3:forces:R:3:mulliken_charge:R:1
Br 0.046638 2.005960 0.895916 0.0512 -0.1202 0.2118 -0.072
Br 0.519508 -0.553539 -0.997354 -0.5586 0.5023 -0.0041 -0.107
C -1.980161 0.008631 0.320516 0.5266 0.5132 0.3255 -1.093
C -0.782651 0.765611 -0.321384 -1.0136 -0.3979 -0.5802 -0.105
H -1.594281 -0.637399 1.126956 -0.2179 0.2751 -0.3084 0.340
H -2.563541 -0.612929 -0.379444 0.5343 0.3699 0.0232 0.339
H -2.651411 0.762791 0.764666 0.2096 -0.3180 -0.1517 0.344
H -1.087561 1.416000 -1.166313 0.2747 -0.7869 0.4135 0.370
O 3.714707 -1.246068 -0.058804 -0.8860 0.5001 -0.0591 -0.613
H 3.450487 -0.425509 0.415676 0.1672 -0.8934 -0.5728 0.329
H 2.928268 -1.483548 -0.600434 0.9125 0.3558 0.7022 0.267
```
Forces are in eV/Å.